[1]
Molecular formula: C6H11NO4P
Method: DFT, ωB97M-V/def2-TZVPD

## Properties
ΔE to the lowest compared entry with this formula, charge and spin   0.860 eV
SMILES   O=C(O)[C@@H]1CCCN1C[P@@H](=O)[O-]
Net charge   -1

CARTESIAN COORDINATES (ANGSTROEM)
C (-0.0811, 2.1014, -0.1434)
C (-2.2013, -0.6191, 0.2683)
C (-1.7100, 0.2200, -0.8954)
C (-1.0698, -0.3673, 1.2661)
C (-0.2339, 0.6285, -0.5367)
C (0.8385, -1.4378, 0.1844)
N (0.1404, -0.2836, 0.5073)
O (0.9862, 2.3560, 0.4883)
O (2.9541, 0.6256, 0.6190)
O (-0.8913, 2.9337, -0.3171)
O (4.0119, -1.5328, -0.3326)
P (2.8835, -0.5507, -0.2927)
H (-3.1873, -0.4510, 0.6655)
H (-2.3739, -1.7549, 0.0463)
H (-1.5938, -0.4753, -1.8662)
H (-2.2592, 1.1431, -1.2228)
H (-1.3228, 0.6655, 1.5478)
H (-0.9868, -1.2439, 2.1387)
H (0.3496, 0.5467, -1.4416)
H (1.0481, -2.0160, 0.9954)
H (0.5947, -2.0171, -0.6080)
H (1.6345, 1.5336, 0.4890)
H (2.4694, -0.0044, -1.5596)



[2]
Molecular formula: C4H4Br2O
Method: DFT, ωB97M-V/def2-TZVPD

## Properties
ΔE to the lowest compared entry with this formula, charge and spin   2.491 eV
SMILES   C=C(Br)OC(=C)Br
Net charge   0

CARTESIAN COORDINATES (ANGSTROEM)
C (0.8189, 1.9240, 0.9756)
C (-0.8990, -2.3917, 0.2732)
C (0.8342, 0.7113, 0.4297)
C (-1.0837, -1.1703, 0.7292)
O (-0.1387, 0.0762, -0.0833)
Br (2.4083, -0.3976, 0.4405)
Br (-2.2195, -0.2133, 1.8308)
H (1.5843, 2.6065, 1.1507)
H (0.0164, 2.6353, 1.1490)
H (-1.5119, -3.2102, 0.7406)
H (-0.1800, -2.4340, -0.4984)



[3]
Molecular formula: C23H41AlCl4CsF8NO6
Method: DFT, ωB97M-V/def2-TZVPD

## Properties
Net charge   0

CARTESIAN COORDINATES (ANGSTROEM)
C (0.6689, -2.9612, 4.1003)
C (-0.2753, -2.1848, 3.0926)
O (-1.5894, -2.7516, 2.9917)
C (-2.2540, -2.3367, 1.7881)
C (-2.6380, -0.7778, 1.7971)
C (-3.2582, -0.3076, 0.3663)
C (-1.9895, -0.2462, -0.6946)
C (-2.1033, 1.1142, -1.5964)
C (-0.8835, 1.3593, -2.6543)
C (-1.1756, 1.7352, -4.1603)
F (-0.3582, 2.7901, -4.6450)
F (-0.9381, 0.6713, -5.0572)
C (-2.6622, 2.2107, -4.4792)
F (-3.1484, 3.1815, -3.6049)
F (-3.5523, 1.1415, -4.5731)
C (-0.2614, 2.8025, -2.0958)
O (-0.8111, 3.9927, -2.0407)
N (1.1512, 2.6329, -1.5067)
C (1.0920, 1.1990, -0.9735)
C (2.3830, 0.5649, -0.2390)
C (3.6911, 1.4603, -0.4799)
C (3.7486, 2.7546, 0.4445)
Cl (5.2320, 0.4900, -0.1367)
C (0.4669, 0.4543, -2.3106)
C (1.6448, 0.4252, -3.4105)
O (1.5275, -0.8273, -4.1053)
C (2.4579, -1.8111, -3.6458)
O (3.0111, -2.4309, -4.8242)
C (4.4242, -2.6523, -4.6919)
C (4.7694, -4.0291, -3.9282)
O (5.4090, -3.7716, -2.6584)
H (0.5828, -4.0904, 3.9962)
H (1.7555, -2.6993, 3.8687)
H (0.4877, -2.6733, 5.1764)
H (-0.3999, -1.1245, 3.4859)
H (0.2708, -2.0953, 2.0951)
H (-3.2292, -2.9054, 1.7414)
H (-1.6383, -2.6179, 0.8632)
H (-1.6971, -0.1598, 1.9961)
H (-3.3342, -0.5841, 2.6971)
H (-3.9996, -1.1187, 0.0650)
H (-3.8090, 0.6853, 0.4404)
H (-2.1159, -1.1299, -1.3839)
H (-1.0395, -0.3305, -0.0444)
H (-3.1424, 1.1008, -2.0424)
H (-2.1129, 2.0046, -0.8174)
H (-2.6225, 2.6957, -5.5089)
H (1.9255, 2.8562, -2.1391)
H (0.3488, 1.3447, -0.0611)
H (2.2249, 0.5355, 0.8882)
H (2.6497, -0.4670, -0.6472)
H (3.7835, 1.8314, -1.5496)
H (3.8739, 2.4756, 1.5413)
H (4.6147, 3.4242, 0.1485)
H (2.8134, 3.4030, 0.3586)
H (0.3036, -0.6656, -2.1699)
H (2.6758, 0.5992, -2.9537)
H (1.5340, 1.2330, -4.2040)
H (1.8688, -2.6240, -3.0953)
H (3.2426, -1.4362, -2.9223)
H (4.8434, -2.7889, -5.7450)
H (4.9978, -1.7663, -4.2596)
H (3.8557, -4.6879, -3.7902)
H (5.5224, -4.6082, -4.5606)
H (5.0025, -2.9777, -2.2667)
C (-4.3062, 4.2620, 1.8075)
C (-3.3610, 3.2195, 2.3679)
O (-2.2644, 3.0154, 1.4651)
H (-4.6898, 3.9486, 0.8332)
H (-5.1480, 4.4248, 2.4814)
H (-3.7879, 5.2143, 1.6553)
H (-3.8764, 2.2660, 2.4978)
H (-2.9647, 3.5318, 3.3366)
H (-1.8053, 3.8651, 1.3609)
Cs (-0.7563, 2.6997, 0.1292)
F (-4.6805, 0.4794, 4.3437)
Al (-6.0090, -0.6917, 4.4872)
F (-6.3118, -1.4296, 2.9107)
F (-7.4621, 0.1379, 5.0423)
F (-5.5605, -1.9393, 5.6483)
C (3.8929, -3.5206, 6.9719)
Cl (4.9833, -2.8443, 5.7536)
Cl (2.5466, -2.4173, 7.2824)
Cl (3.2942, -5.1036, 6.4601)
H (4.4502, -3.6483, 7.8959)



no.,E (eV),HOMO energy (eV),gap between HOMO and LUMO (eV)
1,-25370.84984,-4.20,7.69
2,-146341.35905,-8.96,9.12
3,-117257.47716,-9.77,7.73